1.
{"formula": "C17H36F8N4O4S2", "method": "ωB97M-V with the def2-TZVPD basis set", "smiles": "CNCN(S(=O)(=O)F)S(=O)(=O)C(F)(F)C(F)(F)C(F)(F)F.CCN(CC)CC.CCN(CC)CC", "orbital_gap_ev": 7.067, "e_tot_ha": -2784.417184, "total_charge": 0, "e_above_lowest_kj_mol": 347.7, "homo_ev": -8.3, "e_lumo_ev": -1.2, "species": ["S", "S", "F", "F", "F", "F", "F", "F", "F", "F", "O", "O", "O", "O", "N", "N", "N", "N", "C", "C", "C", "C", "C", "C", "C", "C", "C", "C", "C", "C", "C", "C", "C", "C", "C", "H", "H", "H", "H", "H", "H", "H", "H", "H", "H", "H", "H", "H", "H", "H", "H", "H", "H", "H", "H", "H", "H", "H", "H", "H", "H", "H", "H", "H", "H", "H", "H", "H", "H", "H", "H"], "positions_angstrom": [[-0.81, 2.56, -5.94], [-2.37, 0.55, -4.61], [-6.47, 0.85, -4.45], [-4.02, 2.02, -3.17], [-4.48, 2.14, -5.39], [-5.06, -0.58, -6.55], [0.22, 3.83, -5.51], [-5.33, -0.27, -2.86], [-4.28, -2.03, -4.90], [-6.47, -1.65, -5.17], [-0.12, 1.73, -6.96], [-2.00, 3.20, -6.57], [-2.22, -0.44, -3.48], [-2.21, -0.18, -5.90], [-0.84, 1.76, 1.18], [0.66, 0.03, -4.31], [-1.15, 1.76, -4.46], [3.87, -2.66, 3.08], [5.16, -3.33, 3.25], [0.08, 1.27, -3.76], [-0.60, 0.77, 3.53], [-1.69, 3.71, 2.59], [-5.20, -1.04, -5.24], [-2.14, 1.17, 0.87], [-0.82, 3.19, 1.45], [-4.09, 1.27, -4.37], [3.57, -1.29, 5.22], [1.40, -2.96, 2.85], [2.74, -3.56, 3.27], [3.77, -1.35, 3.70], [5.50, -3.87, 4.64], [1.95, -0.33, -3.60], [-2.86, 1.85, -0.29], [-0.06, 0.94, 2.11], [-5.24, 0.18, -4.20], [4.51, -1.44, 5.75], [2.89, -4.46, 2.67], [2.93, -0.81, 3.23], [1.43, -2.65, 1.80], [4.65, -0.75, 3.44], [-1.12, 3.71, 0.53], [2.65, -3.89, 4.31], [0.86, 2.10, -3.83], [5.96, -2.65, 2.94], [6.36, -4.55, 4.57], [-0.45, 1.67, 4.14], [-1.83, 4.79, 2.48], [1.12, -2.11, 3.46], [2.84, -2.03, 5.58], [-2.81, 1.18, 1.74], [2.02, 0.12, -2.56], [-2.25, 1.85, -1.19], [-2.68, 3.26, 2.61], [-3.79, 1.32, -0.51], [5.79, -3.07, 5.33], [5.21, -4.16, 2.54], [0.21, 3.52, 1.61], [-0.07, -0.04, 4.03], [0.96, 1.35, 2.18], [-1.66, 0.52, 3.55], [-3.13, 2.89, -0.05], [2.78, 0.18, -4.22], [-1.21, 3.56, 3.56], [-0.12, 1.07, -2.65], [0.61, -3.71, 2.95], [4.68, -4.44, 5.08], [0.94, 0.13, -5.30], [2.04, -1.46, -3.61], [3.20, -0.30, 5.50], [-2.00, 0.13, 0.59], [0.06, -0.05, 1.67]]}


2.
{"formula": "C21H38BaN7S2", "method": "ωB97M-V with the def2-TZVPD basis set", "orbital_gap_ev": 7.631, "e_tot_ha": -2028.008297, "total_charge": 1, "e_above_lowest_kj_mol": 61.4, "homo_ev": -9.8, "e_lumo_ev": -2.2, "species": ["Ba", "S", "S", "N", "N", "N", "N", "N", "N", "N", "C", "C", "C", "C", "C", "C", "C", "C", "C", "C", "C", "C", "C", "C", "C", "C", "C", "C", "C", "C", "C", "H", "H", "H", "H", "H", "H", "H", "H", "H", "H", "H", "H", "H", "H", "H", "H", "H", "H", "H", "H", "H", "H", "H", "H", "H", "H", "H", "H", "H", "H", "H", "H", "H", "H", "H", "H", "H", "H"], "positions_angstrom": [[-0.50, -0.09, -0.01], [-0.09, -2.89, -2.02], [-2.74, -2.94, 3.49], [-0.60, 2.67, -1.47], [1.98, -0.65, -1.69], [-0.22, 0.07, 2.69], [-1.96, 0.10, -2.41], [2.01, 2.32, 0.22], [1.49, -2.02, 0.68], [-2.43, 1.68, 0.73], [-1.09, 2.37, -2.82], [-3.37, -3.49, 2.00], [-1.77, -1.74, 2.63], [0.57, 0.89, 3.37], [0.95, -3.91, -0.92], [1.42, 3.57, -0.26], [1.09, -3.42, 0.52], [-0.80, -0.95, 4.77], [0.68, 3.35, -1.59], [2.87, -1.70, 0.35], [1.68, -0.93, -3.08], [-0.92, -0.86, 3.37], [1.10, -2.33, -3.29], [0.02, -0.09, 5.45], [-1.55, 3.47, -0.70], [3.08, -1.43, -1.14], [0.74, 0.86, 4.74], [-1.94, -1.77, 1.26], [-1.77, 2.98, 0.73], [-2.87, -2.79, 0.93], [-2.30, 1.44, -2.88], [4.05, -0.94, -1.28], [2.18, 4.35, -0.43], [3.57, -2.50, 0.66], [0.55, 4.34, -2.06], [1.88, -3.09, -3.34], [3.12, -2.38, -1.67], [-2.35, 3.75, 1.26], [0.12, -3.51, 1.00], [2.57, -0.84, -3.73], [2.37, 2.48, 1.16], [-2.66, 1.44, -3.92], [1.40, 1.55, 5.23], [0.55, -2.35, -4.23], [1.80, -4.10, 1.02], [2.18, 0.34, -1.58], [0.11, -0.16, 6.53], [0.73, 3.95, 0.49], [-3.37, 1.77, 0.36], [-0.28, 1.88, -3.36], [-2.81, -0.44, -2.31], [-1.22, 4.52, -0.66], [3.13, -0.79, 0.90], [1.10, 1.62, 2.77], [-2.52, 3.48, -1.20], [2.81, 2.10, -0.35], [-1.36, -1.71, 5.29], [0.95, -0.19, -3.41], [-3.11, 1.82, -2.25], [1.36, -1.82, 1.66], [-2.54, 1.37, 1.69], [-3.17, -3.02, -0.08], [0.47, -4.88, -0.90], [-1.34, 3.29, -3.37], [1.92, -4.02, -1.40], [1.34, 2.77, -2.24], [-1.41, -0.37, -3.12], [-0.82, 2.85, 1.24], [-4.07, -4.30, 2.00]]}


3.
{"formula": "C20H36CoN4O5SSi2Te", "method": "ωB97M-V with the def2-TZVPD basis set", "spin_multiplicity": 2, "s_squared": 0.77, "orbital_gap_ev": [7.598, 7.610], "e_tot_ha": -4007.025775, "total_charge": 0, "e_above_lowest_kj_mol": 64.2, "homo_ev": [-7.2, -7.2], "e_lumo_ev": [0.4, 0.4], "species": ["Te", "Co", "S", "Si", "Si", "O", "O", "O", "O", "O", "N", "N", "N", "N", "C", "C", "C", "C", "C", "C", "C", "C", "C", "C", "C", "C", "C", "C", "C", "C", "C", "C", "C", "C", "H", "H", "H", "H", "H", "H", "H", "H", "H", "H", "H", "H", "H", "H", "H", "H", "H", "H", "H", "H", "H", "H", "H", "H", "H", "H", "H", "H", "H", "H", "H", "H", "H", "H", "H", "H"], "positions_angstrom": [[1.95, -0.65, 1.67], [-2.00, -0.12, -1.05], [-1.89, -0.81, 2.17], [2.74, -3.84, 2.09], [3.51, 1.89, 3.16], [-1.20, -2.10, 2.33], [-2.33, 0.07, -2.97], [-0.25, 0.69, -1.34], [-3.25, 1.72, -1.85], [-4.66, 3.50, -3.08], [-5.61, -1.82, -0.31], [-3.61, -1.21, -0.92], [-0.64, 2.88, -0.91], [-1.88, -0.15, 0.86], [-5.25, -2.66, -1.34], [-4.59, -0.97, -0.09], [-4.42, 2.78, -6.62], [3.38, -2.21, 1.38], [1.83, 2.45, 3.76], [-3.51, 1.72, -4.22], [1.57, 2.17, -1.64], [-3.01, 1.14, -2.95], [-4.30, 2.87, -4.22], [4.11, -5.11, 1.95], [-3.19, 1.11, -5.44], [2.26, -3.63, 3.89], [-4.75, 3.40, -5.43], [-3.63, 1.63, -6.63], [3.32, 1.00, 1.51], [0.15, 1.86, -1.28], [4.29, 0.72, 4.40], [-4.01, -2.26, -1.72], [1.25, -4.36, 1.10], [4.61, 3.38, 2.92], [-4.28, 2.97, -2.35], [5.59, 3.10, 2.52], [-3.38, 1.15, -7.57], [1.15, 1.61, 3.88], [0.88, -5.34, 1.43], [3.66, -0.16, 4.54], [0.43, -3.64, 1.22], [4.78, 3.91, 3.86], [3.57, -2.33, 0.32], [-5.37, 4.29, -5.41], [4.27, 0.59, 1.18], [4.41, 1.21, 5.36], [-3.37, -2.65, -2.50], [-0.30, 3.82, -0.94], [4.31, -1.91, 1.87], [3.06, -3.16, 4.47], [-6.47, -1.84, 0.20], [-1.64, 2.71, -0.87], [1.98, 2.99, -1.04], [-5.89, -3.44, -1.71], [1.38, 3.16, 3.05], [1.48, -4.44, 0.03], [2.97, 1.68, 0.72], [2.05, -4.60, 4.34], [2.18, 1.28, -1.52], [-4.58, -0.20, 0.67], [1.37, -3.01, 3.98], [4.42, -5.24, 0.91], [3.78, -6.08, 2.32], [-2.57, 0.22, -5.41], [1.91, 2.96, 4.72], [1.60, 2.47, -2.69], [-4.78, 3.20, -7.55], [4.99, -4.81, 2.52], [4.16, 4.10, 2.22], [5.27, 0.39, 4.06]]}